[1]
{"formula": "C5H4N4O", "method": "wB97M-V/def2-TZVPD", "total_energy_ha": -487.04360, "homo_ha": [-0.30259, -0.30262], "de_lowest_kj_mol": 384.5, "e_lumo_ev": [0.09, 0.09], "species": ["C", "C", "C", "C", "C", "N", "N", "N", "N", "O", "H", "H", "H", "H"], "positions_angstrom": [[0.182, -1.340, -0.029], [-0.281, 1.017, -0.013], [1.493, -1.045, 0.001], [1.101, 1.228, 0.026], [-0.747, -0.262, -0.140], [-4.109, 0.651, -0.069], [-2.126, -0.600, 0.015], [-3.101, 0.138, -0.039], [1.996, 0.196, -0.064], [3.212, 0.353, -0.106], [-0.297, -2.360, 0.059], [-1.073, 1.722, 0.096], [2.104, -1.933, 0.089], [1.645, 2.236, 0.174]], "mulliken_charge": [-0.46, -0.47, -0.28, -0.39, 0.65, -0.58, -0.44, 0.69, 0.59, -0.73, 0.35, 0.41, 0.34, 0.32]}

---

[2]
{"formula": "C44H54BrFHgN10O2P3", "method": "wB97M-V/def2-TZVPD", "spin_multiplicity": 2, "total_energy_ha": -6258.47563, "homo_ha": [-0.15900, -0.25944], "s_squared": 0.769, "de_lowest_kj_mol": 103.1, "e_lumo_ev": [-0.12, -0.12], "species": ["Hg", "C", "N", "C", "C", "N", "C", "P", "C", "N", "C", "C", "N", "C", "C", "N", "C", "C", "N", "C", "H", "H", "H", "H", "H", "H", "H", "H", "H", "H", "H", "H", "H", "H", "H", "C", "O", "C", "C", "C", "Br", "C", "C", "C", "O", "C", "N", "C", "C", "C", "C", "C", "C", "N", "H", "H", "H", "H", "H", "H", "H", "H", "H", "H", "H", "C", "P", "C", "N", "C", "C", "C", "C", "C", "C", "N", "C", "P", "C", "C", "C", "C", "C", "C", "C", "C", "C", "H", "H", "H", "H", "H", "H", "H", "H", "H", "H", "H", "H", "H", "H", "H", "H", "H", "H", "H", "H", "H", "H", "H", "H", "H", "H", "H", "H", "F"], "positions_angstrom": [[-0.654, 0.118, 0.952], [-2.050, -2.347, 5.960], [-1.773, -2.365, 4.538], [-1.174, -3.369, 3.834], [-1.058, -2.916, 2.552], [-1.573, -1.663, 2.452], [-2.002, -1.337, 3.662], [-2.927, 0.136, 4.203], [-4.088, 0.323, 2.810], [-3.830, 0.204, 1.524], [-5.035, 0.193, 0.894], [-6.045, 0.306, 1.807], [-5.441, 0.384, 3.026], [-6.099, 0.525, 4.309], [-1.691, 1.446, 3.858], [-1.013, 1.677, 2.746], [-0.099, 2.643, 3.038], [-0.219, 3.010, 4.345], [-1.224, 2.244, 4.865], [-1.670, 2.267, 6.243], [-1.782, -3.308, 6.391], [-1.470, -1.567, 6.452], [-3.107, -2.157, 6.142], [-0.877, -4.297, 4.290], [-0.627, -3.412, 1.700], [-5.106, 0.087, -0.175], [-7.115, 0.343, 1.687], [-7.171, 0.399, 4.179], [-5.736, -0.229, 5.005], [-5.911, 1.509, 4.738], [0.598, 2.998, 2.297], [0.315, 3.735, 4.934], [-1.577, 3.273, 6.646], [-2.712, 1.962, 6.298], [-1.073, 1.589, 6.855], [-2.904, -2.765, -0.535], [-1.804, -1.961, -0.951], [-0.931, -2.624, -1.784], [-1.312, -3.082, -3.030], [-0.388, -3.783, -3.791], [-0.917, -4.440, -5.495], [0.882, -4.034, -3.328], [1.280, -3.563, -2.071], [0.363, -2.842, -1.305], [0.610, -2.353, -0.064], [2.604, -3.966, -1.587], [3.199, -5.048, -2.013], [4.382, -5.134, -1.314], [5.384, -6.101, -1.368], [6.474, -5.942, -0.535], [6.577, -4.850, 0.336], [5.591, -3.883, 0.406], [4.495, -4.047, -0.430], [3.335, -3.322, -0.607], [-2.555, -3.710, -0.107], [-3.581, -2.981, -1.366], [-3.424, -2.201, 0.232], [-2.313, -2.906, -3.398], [1.587, -4.608, -3.909], [1.443, -2.664, 0.303], [5.291, -6.941, -2.043], [7.267, -6.678, -0.548], [7.445, -4.766, 0.977], [5.673, -3.044, 1.086], [3.219, -2.369, -0.296], [-2.611, 0.798, -2.404], [-1.472, 1.580, -1.204], [-0.112, 2.048, -2.343], [-0.552, 2.475, -3.542], [0.380, 2.875, -4.455], [-0.016, 3.333, -5.720], [0.929, 3.687, -6.665], [2.288, 3.595, -6.371], [2.704, 3.169, -5.122], [1.765, 2.821, -4.142], [2.183, 2.426, -2.901], [1.252, 2.042, -2.019], [1.827, 1.495, -0.373], [2.437, 3.112, 0.292], [3.473, 0.608, -0.695], [3.824, -0.122, 0.608], [4.658, 1.488, -1.102], [3.201, -0.402, -1.814], [-2.289, 3.261, -0.854], [-1.187, 4.182, -0.328], [-3.341, 3.083, 0.241], [-2.941, 3.872, -2.094], [-2.521, 1.350, -3.338], [-3.639, 0.816, -2.044], [-2.296, -0.232, -2.552], [-1.076, 3.391, -5.940], [0.610, 4.028, -7.642], [3.022, 3.856, -7.124], [3.756, 3.087, -4.877], [3.151, 3.549, -0.404], [2.907, 2.949, 1.265], [1.594, 3.793, 0.409], [4.128, 0.590, 1.378], [4.664, -0.807, 0.443], [2.962, -0.669, 1.005], [5.021, 2.093, -0.268], [4.389, 2.131, -1.933], [5.480, 0.836, -1.420], [2.264, -0.937, -1.642], [4.028, -1.114, -1.894], [3.113, 0.113, -2.770], [-0.718, 3.737, 0.554], [-1.609, 5.149, -0.042], [-0.421, 4.351, -1.086], [-2.892, 2.660, 1.143], [-4.144, 2.421, -0.084], [-3.781, 4.053, 0.490], [-2.239, 3.921, -2.922], [-3.278, 4.886, -1.856], [-3.812, 3.297, -2.410], [0.984, -0.516, 2.052]], "lowdin_spin": [0.00, 0.00, 0.00, 0.00, 0.00, 0.00, 0.00, 0.00, 0.00, 0.00, 0.00, 0.00, 0.00, 0.00, 0.00, 0.00, 0.00, 0.00, 0.00, 0.00, 0.00, 0.00, 0.00, 0.00, 0.00, 0.00, 0.00, 0.00, 0.00, 0.00, 0.00, 0.00, 0.00, 0.00, 0.00, 0.00, 0.00, 0.00, 0.00, 0.00, 0.00, 0.00, 0.00, 0.00, 0.00, 0.00, 0.00, 0.00, 0.00, 0.00, 0.00, 0.00, 0.00, 0.00, 0.00, 0.00, 0.00, 0.00, 0.00, 0.00, 0.00, 0.00, 0.00, 0.00, 0.00, 0.01, 0.03, 0.09, 0.25, 0.03, 0.05, 0.05, 0.06, 0.05, 0.03, 0.23, 0.06, 0.02, 0.01, 0.00, 0.00, 0.00, 0.00, 0.01, 0.00, 0.00, 0.00, 0.00, 0.00, 0.00, 0.00, 0.00, 0.00, 0.00, 0.00, 0.00, 0.00, 0.00, 0.00, 0.00, 0.00, 0.00, 0.00, 0.00, 0.00, 0.00, 0.00, 0.00, 0.00, 0.00, 0.00, 0.00, 0.00, 0.00, 0.00, 0.00]}

---

[3]
{"formula": "C5H7NO2", "method": "wB97M-V/def2-TZVPD", "total_energy_ha": -399.92922, "smiles": "[H]/N=C(\\C)C(=O)/C=C\\O", "homo_ha": -0.34481, "de_lowest_kj_mol": 95.4, "e_lumo_ev": -0.15, "species": ["H", "N", "C", "C", "C", "O", "C", "C", "O", "H", "H", "H", "H", "H", "H"], "positions_angstrom": [[-0.475, 2.205, 0.820], [-0.458, 1.176, 0.906], [-0.528, 0.637, -0.275], [-0.567, 1.455, -1.535], [-0.539, -0.868, -0.444], [-1.281, -1.345, -1.294], [0.368, -1.749, 0.335], [1.155, -1.485, 1.384], [1.296, -0.315, 2.069], [-0.862, 2.486, -1.314], [0.428, 1.460, -1.986], [-1.284, 1.036, -2.245], [0.365, -2.767, -0.046], [1.791, -2.245, 1.829], [0.591, 0.319, 1.796]], "mulliken_charge": [0.18, -0.72, 0.89, -1.15, 0.44, -0.56, -0.57, -0.02, -0.58, 0.39, 0.28, 0.32, 0.31, 0.36, 0.43]}

---

[4]
{"formula": "C2H4OS4", "method": "wB97M-V/def2-TZVPD", "total_energy_ha": -1746.55339, "smiles": "O[C@@H](SS)C(=S)S", "homo_ha": -0.31587, "de_lowest_kj_mol": 7.5, "e_lumo_ev": -0.52, "species": ["O", "C", "S", "S", "C", "S", "S", "H", "H", "H", "H"], "positions_angstrom": [[-0.479, -1.901, 0.448], [0.190, -0.709, 0.356], [1.671, -0.996, -0.788], [2.950, 0.523, -0.359], [-0.656, 0.381, -0.266], [-0.252, 1.972, -0.100], [-2.000, -0.262, -1.123], [-0.186, -2.361, 1.273], [0.758, -0.554, 1.311], [2.621, 1.480, -1.377], [-2.180, 0.897, -1.556]], "mulliken_charge": [-0.52, -0.14, -0.02, -0.20, 0.17, -0.19, -0.09, 0.34, 0.38, 0.16, 0.12]}

---

[5]
{"formula": "C4H11NO2", "method": "wB97M-V/def2-TZVPD", "total_energy_ha": -364.15509, "smiles": "C=CC(=C)N.O.O", "homo_ha": -0.31298, "de_lowest_kj_mol": 296.9, "e_lumo_ev": 0.25, "species": ["C", "C", "C", "C", "N", "H", "H", "H", "H", "H", "H", "H", "O", "H", "H", "O", "H", "H"], "positions_angstrom": [[-1.811, -0.540, -0.309], [-0.933, -0.153, 0.691], [-0.391, 1.202, 1.018], [-0.567, 2.222, 0.105], [0.606, 1.231, 2.034], [-2.156, -1.519, -0.385], [-2.292, 0.119, -0.872], [-0.534, -1.082, 1.269], [-1.560, 2.238, -0.444], [0.116, 3.105, 0.013], [1.510, 1.189, 1.628], [0.362, 0.544, 2.730], [1.567, -0.021, -1.488], [1.268, -0.102, -2.401], [1.088, 0.736, -1.135], [0.681, -3.021, -1.240], [1.024, -2.139, -1.038], [1.172, -3.752, -0.820]], "mulliken_charge": [-1.03, 0.14, 0.49, -0.81, -0.57, 0.27, 0.35, 0.15, 0.20, 0.29, 0.25, 0.27, -0.65, 0.32, 0.33, -0.65, 0.36, 0.31]}